Record 1
C21H29ClN4PtSSe2 | ωB97M-V/def2-TZVPD

```
59
Properties=species:S:1:pos:R:3:forces:R:3
Pt 0.279481 0.447621 -0.125421 1.604 -3.194 0.522
C 6.074801 -1.932532 0.979872 -0.036 -0.012 -0.043
C 5.001541 -2.505004 0.064426 0.118 0.235 0.150
N 4.245795 -1.453258 -0.635770 0.113 0.017 -0.085
C 3.071629 -0.979010 -0.236715 -0.139 -0.053 -0.318
S 2.364647 0.264909 -1.261240 -0.938 1.035 -0.047
N 2.503739 -1.455172 0.823282 0.405 -0.632 0.802
N 1.291581 -1.000400 1.137297 -0.609 1.875 -0.828
C 0.816688 -1.154048 2.320523 0.310 -0.284 0.463
C 1.635763 -1.648749 3.463595 -0.106 -0.404 -0.058
C -0.582858 -0.776051 2.481884 -0.027 0.197 0.205
C -1.294245 -0.998753 3.645912 -0.102 -0.141 0.165
C -2.629001 -0.622607 3.712175 0.019 -0.060 0.061
C -3.224796 -0.047680 2.603321 -0.034 -0.086 -0.016
C -2.447045 0.161757 1.479374 0.043 -0.111 0.032
N -1.158461 -0.189049 1.423610 -0.684 1.351 -0.816
H 6.537028 -2.744381 1.542593 0.019 0.059 -0.015
H 5.645844 -1.219846 1.685984 0.011 -0.042 0.005
H 6.855739 -1.429132 0.408202 -0.028 0.001 0.037
H 4.287857 -3.090873 0.633817 -0.087 -0.054 -0.041
H 5.449874 -3.143202 -0.694197 -0.057 -0.025 -0.059
H 4.701883 -0.981553 -1.401763 -0.021 -0.033 -0.046
H 2.681710 -1.693912 3.180216 0.000 -0.003 -0.015
H 1.321245 -2.648215 3.775658 0.022 0.024 0.016
H 1.520641 -0.981510 4.319447 -0.069 0.022 -0.031
H -0.818807 -1.479678 4.489828 0.016 0.045 -0.030
H -3.193737 -0.787658 4.621038 0.009 -0.009 -0.041
H -4.271093 0.225782 2.601380 0.052 0.053 -0.006
H -2.861520 0.622451 0.595059 0.022 0.054 0.020
C 0.610922 -2.620402 -2.539007 0.110 0.103 -0.027
Se -0.734496 -1.834622 -1.383907 0.047 0.170 0.073
C -1.771847 -0.903393 -2.738829 -0.020 -0.071 0.125
C -1.061869 0.259348 -3.381213 -0.008 -0.119 -0.044
Se -0.485015 1.701209 -2.193476 -0.169 0.054 0.923
C -2.250387 2.317859 -1.680565 -0.128 0.133 -0.113
H 0.107334 -3.123042 -3.360996 -0.041 -0.024 0.027
H 1.153041 -3.351915 -1.944548 -0.017 0.012 0.018
H 1.295282 -1.859462 -2.905141 0.002 -0.011 0.006
H -2.695615 -0.601442 -2.248696 -0.048 -0.020 -0.006
H -2.026489 -1.643008 -3.496842 -0.065 -0.013 -0.029
H -1.724251 0.742435 -4.102732 0.082 0.106 -0.020
H -0.167043 -0.057518 -3.914265 0.068 0.051 0.027
H -2.717749 2.758898 -2.558936 0.015 0.019 0.010
H -2.140427 3.074128 -0.904997 0.098 -0.033 0.000
H -2.850921 1.488084 -1.320222 0.006 -0.007 -0.030
Cl 1.401084 4.059703 -0.877055 0.191 0.086 0.017
C 0.162924 4.174095 0.325675 0.051 0.091 0.066
C -0.635143 5.304724 0.342797 -0.075 0.069 -0.141
C -1.654540 5.416445 1.277103 0.036 -0.019 -0.056
C -1.842214 4.413485 2.218274 -0.138 0.019 0.070
C -1.015611 3.307702 2.214157 0.015 -0.224 0.085
C 0.003266 3.148444 1.265851 -0.145 0.186 0.171
C 0.889823 1.996368 1.335045 0.048 -0.702 -1.605
H -0.453928 6.098372 -0.370805 -0.013 -0.061 -0.013
H -2.293000 6.290102 1.270574 0.050 0.006 0.038
H -2.620635 4.513121 2.963350 0.035 -0.028 0.006
H -1.120485 2.546302 2.981818 -0.056 0.038 -0.031
H 0.869486 1.445123 2.268108 0.036 0.094 0.043
H 1.874121 2.132341 0.903487 0.206 0.269 0.430
```
Forces are in eV/Å.

Output
Molar mass   758.009 g mol⁻¹
Energy   -185491.23193 eV
Multiplicity   1
LUMO level   -7.2 eV
Orbital gap   0.244 Ha
HOMO   -13.86 eV
Net charge   +2
Relative energy (zero: lowest compared OMol25 entry of this formula, charge and spin)   112.6 kJ/mol
Maximum force   0.0702 hartree/bohr


Record 2
C6H13N | ωB97M-V/def2-TZVPD

```
20
Properties=species:S:1:pos:R:3:forces:R:3
C -2.121713 -0.204838 -1.055123 -0.003 0.047 0.146
C -0.954833 0.050342 -1.976226 2.699 -0.374 1.173
C 0.416494 -0.476093 -1.307832 -1.608 1.826 0.811
C 0.993874 0.423971 -0.230958 -0.941 -0.381 0.526
C 0.944913 0.106926 1.073372 -1.022 -0.094 0.661
C 1.668310 0.948634 2.101960 -0.845 0.225 -0.322
N 0.085353 -0.868648 1.653971 1.051 0.639 -0.147
H -2.278042 -1.281029 -0.946013 -0.383 0.063 -0.116
H -1.929928 0.184517 -0.048281 0.173 0.075 -0.130
H -3.011269 0.322775 -1.400371 -0.195 -0.397 -0.060
H -0.893465 -0.567206 -2.869328 -1.024 0.613 -0.536
H -0.805155 1.124569 -2.090337 -0.238 -0.075 -0.789
H 1.175440 -0.624374 -2.069669 -0.092 -0.484 -0.104
H 0.044606 -1.351146 -0.784402 0.837 -0.785 -0.405
H 1.243019 1.471839 -0.388551 0.684 -0.313 -0.659
H 1.035938 1.796350 2.397539 0.171 0.118 -0.358
H 2.559339 1.261210 1.578499 0.473 0.440 0.590
H 1.839616 0.478823 3.070165 0.396 -0.504 -0.310
H -0.604215 -1.283148 1.056278 0.105 -0.295 -0.167
H 0.591716 -1.513475 2.235308 -0.238 -0.345 0.195
```
Forces are in eV/Å.

Output
Molar mass   99.177 g mol⁻¹
Energy   -7921.87954 eV
SMILES   CCC/C=C(/C)N
Multiplicity   1
LUMO level   1.1 eV
Orbital gap   0.334 Ha
HOMO   -7.99 eV
Relative energy (zero: lowest compared OMol25 entry of this formula, charge and spin)   92.0 kJ/mol
Maximum force   0.0577 hartree/bohr